Record 1
A 2-piece molecular cluster, C6H12S2 overall at a distorted geometry, computed with wB97M-V/def2-TZVPD.

XYZ file:
```
20
Properties=species:S:1:pos:R:3
C 0.07939 -1.34043 -0.32593
C -1.04732 -0.45799 -0.79996
C -0.30499 -0.31422 0.53958
C 0.06196 -2.86303 -0.14346
C -1.01435 0.36993 -2.04606
C 1.68515 3.21342 1.65210
S -0.90731 -0.08649 2.14383
S 1.86126 2.06456 0.27784
H 1.08407 -1.06757 -0.94206
H -2.13904 -0.83166 -0.72569
H -0.26085 -3.28164 -1.13887
H -0.66705 -3.28450 0.45964
H 0.99631 -3.40582 0.07091
H -1.67410 1.19813 -2.01681
H -1.26157 -0.35233 -2.83809
H 0.00509 0.80866 -2.20299
H 0.77804 3.70730 1.64218
H 2.43513 3.99073 1.39796
H 1.88077 2.91594 2.64807
H 0.08582 -0.64426 2.70193
```

Output
E_LUMO (alpha / beta): 0.0 / -1.3 eV
Frontier orbital gap (alpha / beta): 8.77 / 5.95 eV
E_HOMO (alpha / beta): -0.321 / -0.265 Eh
Maximum force: 0.09560 Eh/bohr
Energy above the lowest of the compared OMol25 structures with the same formula, charge and spin: 485.7 kJ/mol


Record 2
C6H13AgBClO2 as an isolated structure at a distorted geometry, computed with wB97M-V/def2-TZVPD.

XYZ file:
```
24
Properties=species:S:1:pos:R:3
C -0.98514 -3.18653 -2.30739
C 0.30200 -2.14694 -2.54896
C -0.07556 -0.74665 -1.78045
O 1.00536 -0.25459 -0.86739
C 0.37023 0.85121 -0.13158
B 1.33185 1.59197 0.97797
C 0.77871 1.08605 2.47842
C -0.57443 1.88780 2.94968
O -0.40932 2.83548 3.90896
Cl -2.29452 1.62209 2.31381
H -0.72250 -4.28668 -2.62340
H -1.24853 -3.19859 -1.15230
H -1.95664 -2.77390 -2.84941
H 0.29260 -1.91845 -3.70885
H 1.29442 -2.65237 -2.18513
H -0.27518 0.16097 -2.52416
H -1.09457 -0.93077 -1.20260
H -0.00892 1.65214 -0.92467
H -0.54740 0.37281 0.45645
H 2.48605 1.42495 0.83295
H 1.06077 2.75837 0.93033
H 0.65285 -0.07493 2.38429
H 1.63232 1.30188 3.26389
Ag -1.01446 4.62467 4.30956
```

Output
E_LUMO (alpha / beta): -4.9 / -7.5 eV
Net charge: +1
Multiplicity: 2
<S²>: 0.76
Frontier orbital gap (alpha / beta): 8.29 / 5.41 eV
E_HOMO (alpha / beta): -0.484 / -0.475 Eh
Maximum force: 0.17706 Eh/bohr


Record 3
An isolated ion of composition C6H13BrCl2NO and charge +1 at a distorted geometry, computed with wB97M-V/def2-TZVPD.

XYZ file:
```
24
Properties=species:S:1:pos:R:3
C 1.21228 0.00274 -2.59205
O 1.47967 0.68602 -1.36644
C 1.11752 0.21407 -0.15808
Br 1.81683 -1.78397 -0.02509
C 1.77606 0.98324 1.02385
Cl 3.61091 0.94271 0.94688
N -0.39648 -0.03941 0.08212
C -1.21526 1.20323 -0.39499
C -0.73227 -0.52630 1.39279
C -2.03800 -1.29915 1.37895
Cl -2.04809 -2.51907 0.03548
H 1.66275 0.71293 -3.37278
H 0.09896 0.12980 -2.73084
H 1.68874 -1.07259 -2.62446
H 1.36565 2.01743 1.15599
H 1.38278 0.53733 1.89019
H -0.72028 -1.02712 -0.46170
H -2.14363 1.02464 0.12853
H -0.61076 2.12992 -0.10852
H -1.56444 1.21719 -1.46474
H 0.04957 -1.19382 1.70280
H -0.72202 0.25012 2.06609
H -2.84077 -0.54338 1.40392
H -2.22971 -2.04659 2.09210
```

Output
E_LUMO: -3.4 eV
Net charge: +1
Frontier orbital gap: 10.60 eV
E_HOMO: -0.515 Eh
Maximum force: 0.08223 Eh/bohr
Energy above the lowest of the compared OMol25 structures with the same formula, charge and spin: 0.0 kJ/mol


Record 4
A 2-piece molecular cluster, C6H13Cl2NSi2 overall at a distorted geometry, computed with wB97M-V/def2-TZVPD.

XYZ file:
```
24
Properties=species:S:1:pos:R:3
C 1.76326 -0.31897 -2.10361
Si 1.80668 0.53103 -0.43155
N 0.89357 -0.30800 0.72518
C 0.88283 2.11738 -0.58608
C 1.03479 3.17281 0.11768
Cl 0.07806 4.60794 -0.23881
H 0.80264 0.01973 -2.51620
H 2.64426 -0.22146 -2.89296
H 1.62256 -1.41005 -2.03001
H 3.17502 0.82174 0.19546
H 1.42121 -0.81152 1.35706
H 0.01222 -0.71144 0.58478
H 0.06760 2.14070 -1.26992
H 1.59488 3.35637 1.04163
C -3.32716 -0.19004 2.63251
C -3.97808 -0.23820 1.48099
Si -3.55619 -1.16315 -0.10918
C -2.08898 -2.06411 -0.58712
Cl -5.30384 -0.72470 -1.23785
H -3.60234 0.45361 3.40831
H -2.44691 -0.69082 2.79541
H -5.00112 0.18555 1.43292
H -1.47305 -2.35454 0.17782
H -1.68047 -2.26429 -1.53452
```

Output
E_LUMO: -0.3 eV
Frontier orbital gap: 8.28 eV
E_HOMO: -0.315 Eh
Maximum force: 0.08616 Eh/bohr
Energy above the lowest of the compared OMol25 structures with the same formula, charge and spin: 566.8 kJ/mol


For the records above, the corresponding energy values read -28082.26737; -27710.78301; -105048.72233; -48721.60418 eV.